{"formula": "CH3N2O2", "method": "wB97M-V/def2-TZVPD", "e_homo_ha": -0.637, "total_charge": 1, "multiplicity": 1, "e_above_lowest_kj_mol": 245.6, "lumo_energy_ev": -7.323, "species": ["C", "N", "N", "O", "O", "H", "H", "H"], "xyz": [[0.751, 0.307, 0.115], [-0.159, -0.507, -0.224], [2.185, 0.076, 0.088], [2.777, 1.041, -0.182], [2.490, -1.085, 0.285], [0.630, 1.300, 0.689], [-1.205, -0.236, -0.111], [0.021, -1.380, -0.622]], "nbo_charge": [0.3732, -0.5657, 0.4760, -0.2255, -0.2942, 0.2871, 0.4878, 0.4613]}

{"formula": "C29H61N3O22S4", "method": "wB97M-V/def2-TZVPD", "e_homo_ha": -0.332, "multiplicity": 1, "e_above_lowest_kj_mol": 0.0, "lumo_energy_ev": -0.169, "species": ["C", "C", "O", "N", "C", "H", "H", "H", "H", "H", "H", "H", "C", "C", "O", "N", "C", "H", "H", "H", "H", "H", "H", "H", "C", "C", "O", "N", "C", "H", "H", "H", "H", "H", "H", "H", "C", "C", "O", "S", "O", "O", "O", "H", "H", "H", "H", "C", "C", "O", "S", "O", "O", "O", "H", "H", "H", "H", "C", "C", "O", "S", "O", "O", "O", "H", "H", "H", "H", "C", "C", "O", "S", "O", "O", "O", "H", "H", "H", "H", "C", "C", "C", "O", "C", "H", "H", "H", "H", "H", "H", "H", "H", "C", "C", "C", "O", "C", "H", "H", "H", "H", "H", "H", "H", "H", "C", "C", "C", "O", "C", "H", "H", "H", "H", "H", "H", "H", "H"], "xyz": [[-1.483, -1.378, -2.382], [-2.326, -1.225, -3.607], [-3.262, -0.426, -3.613], [-2.049, -1.976, -4.715], [-1.086, -3.053, -4.789], [-0.746, -0.568, -2.472], [-0.923, -2.303, -2.331], [-2.039, -1.205, -1.468], [-2.745, -1.933, -5.439], [-0.056, -2.677, -4.774], [-1.191, -3.598, -5.722], [-1.166, -3.742, -3.953], [2.815, -2.705, 3.458], [3.624, -1.521, 3.959], [4.469, -1.626, 4.850], [3.269, -0.326, 3.438], [3.650, 0.908, 4.065], [3.009, -3.554, 4.110], [3.098, -2.982, 2.442], [1.743, -2.508, 3.507], [2.678, -0.332, 2.626], [2.873, 1.654, 3.924], [4.607, 1.272, 3.668], [3.875, 0.746, 5.117], [3.121, 3.457, 0.947], [2.819, 4.894, 1.303], [3.220, 5.833, 0.650], [1.994, 5.057, 2.365], [1.662, 6.380, 2.846], [4.194, 3.380, 0.764], [2.551, 3.138, 0.085], [3.014, 2.873, 1.864], [1.640, 4.235, 2.814], [1.492, 7.082, 2.040], [2.421, 6.745, 3.544], [0.745, 6.323, 3.440], [3.992, -5.210, 0.015], [2.910, -4.165, -0.115], [2.337, -4.239, -1.429], [3.470, -4.763, -2.436], [4.044, -3.685, -3.136], [2.949, -5.874, -3.147], [4.512, -5.266, -1.347], [3.585, -6.199, 0.227], [4.771, -4.870, 0.684], [3.386, -3.171, -0.060], [2.132, -4.111, 0.641], [-5.771, 1.926, 1.355], [-5.508, 1.168, 0.029], [-4.211, 1.620, -0.439], [-3.423, 2.463, 0.641], [-2.797, 3.592, 0.086], [-2.678, 1.563, 1.459], [-4.710, 2.907, 1.451], [-5.671, 1.261, 2.214], [-6.708, 2.468, 1.360], [-6.251, 1.435, -0.717], [-5.409, 0.093, 0.153], [-4.501, -1.263, 5.909], [-4.852, 0.104, 5.262], [-3.720, 0.498, 4.505], [-3.115, -0.838, 3.851], [-1.735, -0.744, 3.735], [-3.914, -1.144, 2.717], [-3.440, -1.770, 5.084], [-5.384, -1.886, 5.819], [-4.115, -1.193, 6.920], [-5.193, 0.889, 5.926], [-5.687, -0.112, 4.581], [-2.676, 3.004, -3.367], [-1.839, 2.288, -4.419], [-1.269, 3.336, -5.191], [-0.771, 4.432, -4.162], [-0.865, 5.686, -4.784], [0.456, 4.064, -3.575], [-1.959, 4.244, -3.135], [-2.748, 2.423, -2.455], [-3.672, 3.237, -3.743], [-2.386, 1.584, -5.035], [-1.079, 1.684, -3.905], [-3.089, -5.027, 1.267], [-1.874, -4.290, 1.746], [-0.712, -5.016, 1.061], [-1.123, -6.375, 1.087], [-2.522, -6.451, 1.000], [-3.511, -4.663, 0.325], [-3.957, -5.029, 1.927], [-1.749, -4.421, 2.824], [-1.866, -3.212, 1.577], [0.146, -4.894, 1.716], [-0.565, -4.651, 0.041], [-2.979, -7.218, 1.622], [-2.764, -6.725, -0.038], [3.728, 4.452, -3.852], [3.448, 3.389, -4.901], [3.046, 2.195, -4.020], [3.566, 2.487, -2.683], [4.427, 3.634, -2.805], [2.815, 4.818, -3.385], [4.285, 5.301, -4.252], [4.349, 3.176, -5.476], [2.658, 3.678, -5.593], [3.548, 1.254, -4.262], [1.963, 2.079, -3.998], [5.416, 3.227, -3.062], [4.549, 4.130, -1.842], [0.516, 1.089, 0.871], [0.797, 0.802, -0.619], [1.299, -0.656, -0.638], [1.055, -1.209, 0.670], [0.220, -0.305, 1.406], [-0.350, 1.736, 0.934], [1.374, 1.486, 1.412], [1.479, 1.484, -1.112], [-0.193, 0.826, -1.090], [2.366, -0.686, -0.839], [0.663, -1.253, -1.294], [0.365, -0.390, 2.481], [-0.826, -0.577, 1.205]], "mulliken_charge": [0.0992, 0.0731, -0.6893, -0.1162, -0.9534, -0.2895, 0.2593, 0.2202, 0.3207, 0.2961, 0.3658, 0.2977, -0.3732, 0.5994, -0.6909, 0.0171, -1.1445, 0.4536, -0.1496, 0.1099, 0.0671, 0.3492, 0.2648, 0.4313, 0.4715, 0.4808, -0.6764, -0.0984, -1.0025, 0.3473, -0.2707, -0.4365, 0.2122, 0.3217, 0.3055, 0.3514, -0.1869, 0.0114, -0.1860, 1.1205, -0.5613, -0.5675, -0.3569, 0.3353, 0.2959, 0.1616, -0.0448, 0.0155, -0.2926, -0.2484, 1.1142, -0.5823, -0.3639, -0.4098, -0.1685, 0.3584, 0.2712, 0.2737, -0.3387, -0.5087, -0.2915, 1.3398, -0.5131, -0.6059, -0.3518, 0.2718, 0.2996, 0.4405, 0.2408, 0.3562, -0.0230, -0.4516, 0.8705, -0.6270, -0.2205, -0.2944, -0.3193, 0.2884, 0.4488, -0.0967, -0.6872, 0.1487, 0.1857, -0.4794, -0.5206, 0.2321, 0.3332, 0.2527, -0.0808, -0.0589, 0.1097, 0.3080, 0.2611, -0.3212, -0.6862, 0.0844, -0.3459, -0.4575, 0.1300, 0.4104, 0.3175, 0.2704, 0.4225, -0.2651, 0.2556, 0.2370, 0.7743, 1.0053, -0.2870, 0.1157, -0.6669, 0.1014, -0.8291, -0.1372, -0.4738, 0.4329, -0.2409, 0.7249, -0.3019]}

{"formula": "C5H8FNO2", "method": "wB97M-V/def2-TZVPD", "e_homo_ha": -0.357, "multiplicity": 1, "e_above_lowest_kj_mol": 11.9, "lumo_energy_ev": 0.825, "species": ["C", "C", "C", "C", "C", "H", "H", "H", "H", "H", "H", "H", "H", "N", "O", "O", "F"], "xyz": [[0.386, 0.476, -0.105], [-0.803, 0.374, -1.098], [-1.621, -0.232, 0.045], [-0.685, 0.413, 1.035], [1.007, -0.926, -0.185], [1.863, 1.543, -0.936], [1.935, 1.430, 0.716], [-0.694, -0.255, -1.978], [-1.225, 1.367, -1.400], [-2.706, -0.042, 0.189], [-0.427, -0.138, 1.977], [-1.113, 1.377, 1.284], [1.566, -2.351, 0.793], [1.337, 1.564, -0.115], [1.363, -1.424, 1.034], [1.254, -1.554, -1.186], [-1.439, -1.620, -0.072]], "nbo_charge": [0.0115, -0.4354, 0.2004, -0.4431, 0.7788, 0.3685, 0.3693, 0.2465, 0.2230, 0.1787, 0.2376, 0.2281, 0.4976, -0.8004, -0.6935, -0.5936, -0.3741]}

{"formula": "C5H12BN", "method": "wB97M-V/def2-TZVPD", "e_homo_ha": -0.340, "multiplicity": 1, "e_above_lowest_kj_mol": 236.9, "lumo_energy_ev": 0.348, "species": ["B", "C", "C", "C", "C", "C", "N", "H", "H", "H", "H", "H", "H", "H", "H", "H", "H", "H", "H"], "xyz": [[-1.145, -1.871, 1.127], [-0.372, -2.278, -0.250], [0.450, -1.292, -1.197], [1.186, -0.198, -0.376], [-0.371, 3.202, 0.299], [0.355, 1.840, 0.332], [0.521, 1.051, -0.588], [-1.351, -2.826, 1.773], [0.352, -3.019, 0.101], [-1.125, -2.728, -0.865], [1.056, -2.010, -1.652], [-0.124, -0.915, -2.121], [1.123, -0.244, 0.667], [2.263, -0.135, -0.666], [-0.725, 3.405, 1.258], [-1.743, -0.871, 1.323], [0.182, 4.211, -0.062], [-1.216, 3.029, -0.412], [0.686, 1.649, 1.309]], "nbo_charge": [0.4817, -0.7615, -0.3965, -0.2467, -0.6654, 0.1410, -0.4016, -0.0995, 0.2152, 0.2493, 0.2015, 0.2218, 0.1694, 0.2048, 0.2081, -0.0956, 0.2280, 0.2298, 0.1161]}

{"formula": "C25H53BI2O7P", "method": "wB97M-V/def2-TZVPD", "e_homo_ha": -0.181, "total_charge": -1, "multiplicity": 1, "lumo_energy_ev": 2.064, "species": ["C", "C", "O", "P", "O", "C", "C", "B", "C", "I", "C", "C", "I", "O", "C", "C", "H", "H", "H", "H", "H", "H", "H", "H", "H", "H", "H", "H", "H", "H", "H", "H", "H", "H", "H", "H", "H", "C", "C", "C", "O", "C", "H", "H", "H", "H", "H", "H", "H", "H", "C", "C", "C", "O", "C", "H", "H", "H", "H", "H", "H", "H", "H", "C", "C", "C", "O", "C", "H", "H", "H", "H", "H", "H", "H", "H", "C", "C", "C", "O", "C", "H", "H", "H", "H", "H", "H", "H", "H"], "xyz": [[-1.409, 7.164, -2.526], [-1.013, 5.705, -2.616], [-1.849, 4.903, -1.768], [-1.209, 4.458, -0.349], [-0.712, 5.585, 0.446], [-0.049, 3.153, -0.732], [0.294, 2.251, 0.484], [1.890, 1.843, 0.607], [2.756, 2.730, 1.688], [3.224, 4.684, 0.825], [2.144, 2.956, 3.060], [2.876, 3.853, 4.043], [2.006, 1.001, 4.016], [-2.489, 3.765, 0.319], [-3.234, 2.768, -0.390], [-4.531, 3.345, -0.914], [-2.492, 7.271, -2.595], [-0.924, 7.732, -3.324], [-1.070, 7.565, -1.570], [-1.120, 5.315, -3.632], [0.039, 5.592, -2.338], [0.853, 3.642, -1.112], [-0.477, 2.568, -1.549], [-0.265, 1.316, 0.365], [-0.120, 2.710, 1.391], [2.431, 1.964, -0.489], [1.996, 0.669, 0.953], [3.744, 2.283, 1.814], [1.105, 3.266, 2.966], [3.919, 3.542, 4.142], [2.416, 3.810, 5.030], [2.849, 4.883, 3.685], [-3.428, 1.969, 0.327], [-2.633, 2.343, -1.197], [-5.121, 2.561, -1.397], [-4.335, 4.141, -1.630], [-5.115, 3.747, -0.084], [0.613, -2.582, 3.590], [0.789, -4.096, 3.484], [-0.276, -4.449, 2.453], [-0.378, -3.332, 1.580], [0.317, -2.204, 2.144], [1.487, -2.063, 3.979], [-0.240, -2.347, 4.231], [1.783, -4.337, 3.101], [0.649, -4.622, 4.428], [-1.247, -4.621, 2.936], [-0.025, -5.337, 1.867], [1.237, -2.025, 1.582], [-0.311, -1.319, 2.050], [2.028, -6.756, 0.258], [3.306, -7.473, -0.174], [3.774, -6.596, -1.330], [3.348, -5.271, -1.027], [2.417, -5.299, 0.060], [1.724, -6.975, 1.280], [1.201, -7.022, -0.405], [4.040, -7.453, 0.636], [3.151, -8.511, -0.469], [3.317, -6.915, -2.275], [4.858, -6.595, -1.457], [2.913, -4.904, 0.953], [1.569, -4.655, -0.173], [-3.636, 8.408, -6.259], [-3.105, 9.661, -6.954], [-1.799, 9.892, -6.201], [-1.326, 8.603, -5.819], [-2.351, 7.628, -6.010], [-4.358, 7.849, -6.852], [-4.105, 8.675, -5.309], [-2.905, 9.452, -8.007], [-3.779, 10.514, -6.896], [-1.964, 10.496, -5.302], [-1.035, 10.380, -6.808], [-2.091, 7.004, -6.872], [-2.405, 6.995, -5.124], [-0.731, -10.006, 3.890], [0.544, -10.740, 3.479], [1.027, -9.883, 2.315], [0.606, -8.551, 2.603], [-0.324, -8.551, 3.686], [-1.046, -10.213, 4.912], [-1.551, -10.269, 3.219], [1.271, -10.718, 4.293], [0.380, -11.778, 3.195], [0.573, -10.205, 1.371], [2.111, -9.889, 2.194], [0.164, -8.148, 4.579], [-1.160, -7.901, 3.427]], "mulliken_charge": [-1.2742, -0.2029, -0.2664, 0.9130, -0.8570, -0.4866, -0.6617, 0.2906, -0.8277, -0.0637, 0.0775, -1.4667, 0.0268, -0.3640, -0.1777, -1.1778, 0.2526, 0.3655, 0.3792, 0.3503, 0.2679, 0.3542, 0.4851, 0.1457, 0.1522, -0.2129, -0.2877, 0.4685, 0.2200, 0.3341, 0.4278, 0.4056, 0.4074, 0.2263, 0.3764, 0.1966, 0.2926, -0.4309, -0.5188, -0.1431, -0.4447, -0.1726, 0.2289, 0.2532, 0.1559, 0.4248, 0.2977, 0.0069, 0.1225, 0.1455, 0.0683, -0.5856, -0.5788, -0.4362, -0.1439, 0.0192, 0.2114, 0.2789, 0.3619, 0.2808, 0.2984, 0.0520, 0.2062, -0.6407, -0.5564, -0.4058, -0.3835, 0.0318, 0.3766, 0.2727, 0.2504, 0.3399, 0.2628, 0.2673, 0.2590, -0.0865, -0.5710, -0.5874, -0.4283, -0.2924, -0.4364, 0.3518, 0.2734, 0.2792, 0.3431, 0.2738, 0.2544, 0.2588, 0.2465]}

| no. | orbital gap (eV) |
| --- | --- |
| 1 | 10.00 |
| 2 | 8.86 |
| 3 | 10.55 |
| 4 | 9.59 |
| 5 | 6.99 |